Formula: C24H43N2OS3SbSiV
Source: the OMol25 dataset
Level of theory: wB97M-V/def2-TZVPD

For the energy above the lowest of the compared OMol25 structures with the same formula, charge and spin, the calculation gives 1.286 eV. The LUMO energy (spin up / spin down) is -0.91 / -0.75 eV. Its HOMO-LUMO gap (spin up / spin down) is 0.1976 / 0.2407 hartree. As for the total energy: -3793.2159 a.u. As for the spin multiplicity: 4.

Atoms and positions in Å:
V1 0.32841 0.90494 0.90545
C1 5.10945 -0.08847 0.49342
C2 3.84365 -0.94469 0.23567
C3 4.20214 -2.39103 0.02905
C4 2.83729 -0.73020 1.28486
C5 3.27291 -0.68006 2.63621
C6 2.39123 -0.79893 3.69699
C7 0.99847 -0.98112 3.53159
C8 0.22731 -1.50703 4.66510
C9 0.51371 -0.93515 2.16036
C10 1.42550 -0.94967 1.07933
H1 5.73304 -0.19009 -0.40876
H2 5.69204 -0.35638 1.45143
H3 4.77163 0.93859 0.61655
H4 3.36816 -0.59717 -0.67528
H5 4.89057 -2.77909 0.81627
H6 4.66987 -2.51076 -0.98820
H7 3.37917 -3.17583 0.05295
H8 4.39753 -0.44943 2.79830
H9 2.76732 -0.81169 4.72656
H10 -0.61940 -0.84451 4.97887
H11 0.93358 -1.59242 5.47522
H12 -0.19083 -2.47867 4.34596
H13 -0.50501 -1.47261 2.09263
H14 1.08516 -1.26130 0.08446
S1 2.95074 2.67383 -1.92229
Sb1 2.42285 3.85191 0.18832
S2 0.01700 3.34213 1.33711
S3 1.66181 2.28629 2.00896
C11 -2.65233 1.98418 -0.27941
Si1 -2.19729 0.45649 0.70003
C12 -3.15419 0.62053 2.32912
C13 -2.16289 1.18908 3.40128
C14 -3.54716 -0.80145 2.81863
C15 -4.38277 1.55000 2.24380
C16 -2.85485 -0.84807 -0.61242
C17 -2.25803 -0.55276 -2.06944
C18 -2.41010 -2.31769 -0.26687
C19 -4.41575 -0.84880 -0.79800
H15 -3.64030 1.70732 -0.68444
H16 -2.08521 2.25879 -1.18140
H17 -2.88268 2.85150 0.30028
H18 -1.36408 0.49029 3.56260
H19 -2.76291 1.23504 4.33763
H20 -1.66346 2.22241 3.21311
H21 -2.72833 -1.45574 2.54252
H22 -4.38506 -1.17151 2.25099
H23 -3.65591 -0.81972 3.92311
H24 -4.08396 2.58892 1.94623
H25 -4.90313 1.63320 3.24782
H26 -5.16874 1.22225 1.48970
H27 -1.11913 -0.52484 -2.10169
H28 -2.64582 0.42321 -2.38212
H29 -2.56553 -1.25679 -2.87894
H30 -1.32540 -2.43238 -0.48714
H31 -2.98634 -3.05582 -0.78068
H32 -2.38661 -2.54968 0.80949
H33 -4.77840 -0.10997 -1.45946
H34 -5.03885 -0.78434 0.13508
H35 -4.63919 -1.86323 -1.16124
N1 0.67898 1.10399 -1.03667
C20 1.40415 1.50320 -2.02326
N2 1.30977 1.08011 -3.36743
C21 2.07768 -0.11480 -3.76179
C22 1.62568 -0.58476 -5.15631
O1 1.83924 0.47378 -6.15519
C23 1.12124 1.64074 -5.77020
C24 1.54456 2.11698 -4.39411
H36 1.92223 -0.85097 -3.00634
H37 3.16516 0.00498 -3.71771
H38 0.53484 -0.84904 -5.16257
H39 2.18868 -1.45926 -5.41093
H40 0.03015 1.44636 -5.74103
H41 1.32987 2.42399 -6.49345
H42 0.96393 3.03087 -4.13037
H43 2.53293 2.52206 -4.47791

Löwdin atomic charge list, values in e, 8 entries: 0.1511, -0.0589, -0.4200, -0.0700, -0.2139, -0.0249, -0.0374, -0.2609